a | Formula: C5H12N2O3
Source: OMol25
Level of theory: the ωB97M-V functional and the def2-TZVPD basis

```
! wB97M-V def2-TZVPD RIJCOSX def2/J DEFGRID3
* xyz 0 1
C -1.641 -2.332 -0.145
N -0.998 -1.461 0.770
C 0.263 -1.064 0.631
O 1.056 -1.512 -0.195
C 0.680 0.090 1.542
C 1.357 1.308 0.960
N 2.501 0.917 0.247
C 2.620 1.064 -1.100
O 1.787 1.627 -1.797
H -1.064 -3.162 -0.586
H -2.096 -1.746 -0.961
H -2.448 -2.757 0.476
H -1.586 -1.298 1.591
H 1.367 -0.209 2.358
H -0.191 0.594 2.003
H 1.699 2.004 1.749
H 0.580 1.827 0.367
H 3.179 0.328 0.737
H 3.661 0.733 -1.334
O -3.839 1.683 -2.136
H -4.002 1.909 -3.080
H -2.883 1.456 -2.097
*
```

Results
HOMO energy = -9.30 eV
molar mass = 148.2 g/mol
SMILES = CNC(=O)CCNC=O.O

***

b | Formula: C5H12N2O3
Source: OMol25
Level of theory: the ωB97M-V functional and the def2-TZVPD basis

```
! wB97M-V def2-TZVPD RIJCOSX def2/J DEFGRID3
* xyz 0 1
C -4.243 -3.697 -0.973
N -3.376 -2.624 -0.529
C -2.627 -2.735 0.689
O -2.502 -3.749 1.366
N -2.315 -1.465 1.078
C -2.581 -0.500 0.027
C -3.662 -1.214 -0.807
C -5.061 -0.765 -0.394
O -6.010 -1.295 -1.294
H -3.735 -4.654 -0.806
H -5.200 -3.712 -0.432
H -4.436 -3.576 -2.046
H -1.585 -1.328 1.761
H -1.684 -0.303 -0.580
H -2.931 0.454 0.440
H -3.537 -1.016 -1.881
H -5.263 -1.089 0.643
H -5.082 0.338 -0.414
H -6.883 -0.964 -1.065
O -0.927 -3.118 -1.908
H -1.911 -2.986 -1.711
H -0.694 -2.197 -2.087
*
```

Results
HOMO energy = -9.32 eV
molar mass = 148.2 g/mol
SMILES = CN1C(=O)NC[C@@H]1CO.O

***

Which structure is the least stable? The one labeled a.

***

a | Formula: HNO2S
Source: OMol25
Level of theory: the ωB97M-V functional and the def2-TZVPD basis

```
! wB97M-V def2-TZVPD RIJCOSX def2/J DEFGRID3
* xyz 0 1
N 1.377 0.234 -0.017
O 4.296 0.669 0.045
O 0.272 -0.583 0.079
S 2.693 -0.564 -0.021
H -0.511 -0.023 -0.023
*
```

Results
HOMO energy (alpha / beta) = -9.95 / -9.95 eV
molar mass = 79.1 g/mol

***

b | Formula: HNO2S
Source: OMol25
Level of theory: the ωB97M-V functional and the def2-TZVPD basis

```
! wB97M-V def2-TZVPD RIJCOSX def2/J DEFGRID3
* xyz 0 1
N 1.189 -1.932 -0.182
O -1.002 1.752 1.502
O -0.763 1.062 -0.782
S -0.665 0.679 0.565
H 1.241 -1.561 -1.104
*
```

Results
HOMO energy (alpha / beta) = -11.77 / -11.68 eV
molar mass = 79.1 g/mol

***

Which structure is the least stable? The one labeled a.

***

a | Formula: C17H22N2O2S
Source: OMol25
Level of theory: the ωB97M-V functional and the def2-TZVPD basis

```
! wB97M-V def2-TZVPD RIJCOSX def2/J DEFGRID3
* xyz 0 1
C 4.043 4.126 0.205
C 4.229 2.615 0.283
C 3.147 1.830 -0.460
C 1.792 1.905 0.238
C 0.656 1.212 -0.460
C 0.837 0.308 -1.501
C -0.245 -0.352 -2.059
C -1.513 -0.105 -1.578
S -2.885 -1.019 -2.244
O -2.634 -1.353 -3.616
O -4.110 -0.359 -1.893
N -2.753 -2.456 -1.389
C -3.533 -2.618 -0.187
C -2.697 -3.240 0.944
C -1.561 -2.344 1.330
C -0.307 -2.470 0.746
C 0.707 -1.616 1.145
N 0.551 -0.672 2.057
C -0.646 -0.537 2.601
C -1.728 -1.339 2.277
C -1.724 0.803 -0.560
C -0.640 1.459 -0.010
H 4.883 4.633 0.675
H 3.985 4.449 -0.832
H 3.135 4.440 0.714
H 4.245 2.303 1.330
H 5.200 2.362 -0.151
H 3.058 2.218 -1.478
H 3.463 0.787 -0.519
H 1.514 2.951 0.381
H 1.877 1.453 1.231
H 1.825 0.107 -1.882
H -0.125 -1.054 -2.869
H -2.723 -3.253 -2.002
H -3.868 -1.619 0.098
H -4.422 -3.235 -0.363
H -2.313 -4.204 0.607
H -3.353 -3.404 1.801
H -0.125 -3.227 -0.001
H 1.700 -1.695 0.721
H -0.736 0.247 3.342
H -2.682 -1.193 2.761
H -2.732 0.988 -0.224
H -0.793 2.168 0.791
*
```

Results
HOMO energy = -9.14 eV
molar mass = 318.4 g/mol
SMILES = CCCCc1ccc(S(=O)(=O)NCCc2ccncc2)cc1

***

b | Formula: C17H22N2O2S
Source: OMol25
Level of theory: the ωB97M-V functional and the def2-TZVPD basis

```
! wB97M-V def2-TZVPD RIJCOSX def2/J DEFGRID3
* xyz 0 1
C -6.088 -2.312 0.001
C -6.326 -1.403 -0.926
C -5.388 -0.305 -1.329
N -4.054 -0.452 -0.805
C -3.588 0.244 0.256
S -4.422 1.567 0.818
N -2.438 -0.162 0.853
C -1.629 -1.287 0.439
C -0.470 -0.825 -0.447
C 0.391 0.188 0.322
C 1.443 0.757 -0.624
O 1.121 1.505 -1.522
C 2.855 0.380 -0.404
C 3.841 1.236 -0.908
C 5.174 0.961 -0.733
C 5.574 -0.200 -0.063
O 6.909 -0.381 0.062
C 7.385 -1.525 0.732
C 4.600 -1.074 0.415
C 3.260 -0.780 0.250
C -0.504 1.324 0.832
C -1.667 0.770 1.652
H -6.813 -3.066 0.254
H -5.169 -2.333 0.563
H -7.267 -1.394 -1.459
H -5.774 0.653 -0.960
H -5.334 -0.250 -2.423
H -3.567 -1.281 -1.108
H -1.226 -1.744 1.352
H -2.226 -2.049 -0.064
H -0.861 -0.343 -1.345
H 0.133 -1.684 -0.751
H 0.862 -0.302 1.177
H 3.526 2.127 -1.430
H 5.938 1.624 -1.106
H 7.044 -1.552 1.771
H 8.471 -1.446 0.712
H 7.081 -2.444 0.222
H 4.876 -1.989 0.917
H 2.532 -1.490 0.614
H -0.895 1.880 -0.023
H 0.081 2.011 1.445
H -1.295 0.243 2.537
H -2.327 1.577 1.972
*
```

Results
HOMO energy = -7.85 eV
molar mass = 318.4 g/mol
SMILES = C=CCNC(=S)N1CCC(C(=O)c2ccc(OC)cc2)CC1

***

Which structure is the least stable? The one labeled b.

***

a | Formula: C4H11N3O2
Source: OMol25
Level of theory: the ωB97M-V functional and the def2-TZVPD basis

```
! wB97M-V def2-TZVPD RIJCOSX def2/J DEFGRID3
* xyz 0 1
H -2.343 -0.503 -0.415
N -2.325 0.308 0.174
C -1.364 0.659 0.906
N -0.208 -0.129 1.063
N -1.439 1.746 1.774
C -0.551 2.011 2.919
H -0.065 -0.873 0.413
H 0.378 -0.048 1.868
H -1.691 2.601 1.314
H 0.203 1.264 3.168
H -1.256 2.166 3.727
H 0.160 2.813 2.686
C 1.946 -2.252 -2.568
C 1.072 -1.036 -2.737
O 1.258 -0.167 -3.547
O 0.149 -0.934 -1.768
H 1.997 -2.846 -3.468
H 1.610 -2.816 -1.700
H 2.875 -1.787 -2.227
H -0.404 -0.175 -1.580
*
```

Results
HOMO energy = -8.98 eV
molar mass = 133.2 g/mol
SMILES = [H]/N=C(\N)NC.CC(=O)O

***

b | Formula: C4H11N3O2
Source: OMol25
Level of theory: the ωB97M-V functional and the def2-TZVPD basis

```
! wB97M-V def2-TZVPD RIJCOSX def2/J DEFGRID3
* xyz 0 1
H 3.164 0.214 -0.150
N 2.169 0.031 0.092
C 1.602 0.474 1.168
N 2.354 1.440 1.971
N 0.296 0.075 1.561
C -0.416 1.137 2.281
H 2.196 2.396 1.797
H 2.706 1.295 2.813
H -0.196 -0.662 0.994
H -0.735 1.954 1.553
H 0.362 1.812 3.030
H -1.105 0.670 2.919
C -1.587 -2.102 -3.123
C -1.355 -0.674 -2.570
O -1.887 0.349 -2.949
O -1.041 -0.634 -1.237
H -0.959 -2.960 -3.098
H -2.111 -2.423 -4.071
H -2.275 -2.523 -2.372
H -1.181 0.129 -0.607
*
```

Results
HOMO energy = -8.97 eV
molar mass = 133.2 g/mol
SMILES = [H]/N=C(\N)NC.CC(=O)O

***

Which structure is the least stable? The one labeled b.